No. 1
Computed, not measured: C22H27BrN3O2PbS as an isolated structure, with ωB97M-V/def2-TZVPD.

```
! wB97M-V def2-TZVPD RIJCOSX def2/J DEFGRID3
* xyz 1 1
Pb -1.9564 -1.6401 1.5822
N -2.1804 3.1536 1.0174
C -2.2936 1.8567 1.4063
S -0.7298 1.0298 1.7691
N -3.4482 1.3336 1.5635
N -3.5705 0.0127 1.9888
C -4.6966 -0.1835 2.6043
C -5.1395 -1.3513 3.2932
C -6.4461 -1.2799 3.8377
C -6.9595 -2.2906 4.5983
C -6.1556 -3.4154 4.8490
C -4.8833 -3.5127 4.3430
C -4.3428 -2.4899 3.5471
O -3.1172 -2.6498 3.0775
H -1.3080 3.6344 1.1405
H -3.0232 3.7027 0.9518
H -5.3677 0.6736 2.6180
H -7.0354 -0.3898 3.6448
H -7.9570 -2.2231 5.0089
H -6.5460 -4.2234 5.4554
H -4.2606 -4.3770 4.5348
C 5.6058 0.9478 -1.8129
C 4.9521 -0.4263 -1.6029
C 5.8163 -1.2310 -0.6318
C 4.8948 -1.1733 -2.9424
C 3.5317 -0.2297 -1.0703
C 3.1177 -0.7306 0.1506
C 1.8171 -0.5115 0.5702
Br 1.3562 -1.3706 2.2114
C 0.9097 0.2341 -0.1646
O -0.4322 0.3821 0.2498
C 1.2817 0.7174 -1.4314
C 2.5885 0.4614 -1.8314
C 0.3102 1.4488 -2.3766
C -0.1213 2.7811 -1.7613
C -0.9194 0.5686 -2.6635
C 0.9577 1.7664 -3.7286
H 6.6200 0.8217 -2.1990
H 5.6655 1.5003 -0.8723
H 5.0501 1.5567 -2.5293
H 6.8184 -1.3431 -1.0499
H 5.4148 -2.2342 -0.4651
H 5.9200 -0.7302 0.3349
H 5.9058 -1.3056 -3.3348
H 4.3181 -0.6281 -3.6927
H 4.4451 -2.1614 -2.8199
H 3.7786 -1.3110 0.7771
H 2.9012 0.8302 -2.7960
H -0.7227 2.6361 -0.8721
H -0.7277 3.3380 -2.4798
H 0.7498 3.3931 -1.5094
H -1.4914 0.3481 -1.7616
H -0.6174 -0.3756 -3.1229
H -1.5839 1.0846 -3.3613
H 1.8279 2.4182 -3.6263
H 0.2255 2.2915 -4.3442
H 1.2532 0.8654 -4.2711
*
```

Output
- E_LUMO (eV) = -3.72
- E_HOMO (eV) = -11.1305
- relative energy (zero: lowest compared OMol25 entry of this formula, charge and spin) (kJ/mol) = 27.8
- frontier orbital gap (eV) = 7.41

---

No. 2
Computed, not measured: a 3-piece molecular cluster, C30H69B2BrFIN7O6PS2 overall, with ωB97M-V/def2-TZVPD.

```
! wB97M-V def2-TZVPD RIJCOSX def2/J DEFGRID3
* xyz 0 1
C 4.5067 -1.1016 -2.7567
C 3.1918 -0.6488 -3.6659
N 2.7486 0.7579 -3.3299
C 2.3380 0.9143 -1.8790
C 1.1946 -0.1430 -1.3656
C 1.7113 1.2954 -4.2911
S 0.5773 0.2235 -4.9972
S 1.5391 3.1410 -4.7560
C 0.1491 3.7436 -3.5864
C -1.2309 3.5933 -4.4493
C -2.5339 4.4422 -3.8321
C -3.2993 3.7767 -2.5867
I -2.4920 1.7551 -2.0053
O -4.7018 3.4909 -2.6545
C -5.4954 3.5020 -3.7935
C -5.1667 2.6770 -5.1389
C -4.4542 1.2301 -5.0579
C -5.0826 0.1293 -4.0276
C -4.2881 -1.3400 -4.0554
O -3.2912 -1.4945 -4.9315
O -4.7344 -2.3366 -3.0602
P -7.1896 2.7258 -3.1758
N -7.9401 3.7073 -2.0870
B -6.0793 4.9858 -4.3407
N -5.2193 6.2302 -4.5023
O -7.5148 5.1600 -4.7645
C -3.2002 4.6075 -1.1286
Br -4.5052 6.1765 -1.1951
O -3.6439 3.5401 -0.1913
C -4.1783 4.0017 1.0677
N -3.5343 3.0885 2.1411
B -5.8197 3.7112 1.2798
N -6.5118 2.6367 0.4410
O -6.5797 4.4582 2.3012
C -1.7963 5.1614 -0.6387
C -1.1743 6.5326 -1.2740
F -0.6427 4.1880 -0.5739
H 5.0315 -0.1831 -2.2192
H 4.2122 -1.8599 -1.8892
H 5.3312 -1.6447 -3.3934
H 3.5160 -0.6920 -4.7988
H 2.3796 -1.4777 -3.5099
H 3.2576 0.8000 -1.1391
H 1.9120 2.0092 -1.6836
H 0.7446 0.2308 -0.3257
H 1.6482 -1.2152 -1.1310
H 0.2861 -0.2866 -2.0901
H 0.4570 4.8368 -3.3079
H 0.2299 2.9983 -2.6572
H -0.9983 4.1586 -5.4786
H -1.5034 2.5030 -4.7779
H -2.0949 5.5393 -3.6579
H -3.1827 4.6017 -4.8254
H -6.2140 2.5034 -5.6908
H -4.5479 3.3254 -5.9291
H -4.5781 0.7425 -6.1436
H -3.2704 1.2458 -4.9052
H -5.1149 0.4448 -2.9021
H -6.2001 -0.0722 -4.3601
H -5.5221 -1.9523 -2.5346
H -6.9888 1.4732 -2.4803
H -8.0201 2.5890 -4.3469
H -8.8658 3.9721 -2.4973
H -5.1440 6.5072 -5.5127
H -5.5951 7.0139 -3.9228
H -7.7571 6.1105 -4.4768
H -3.8656 5.0842 1.4170
H -2.8387 3.6352 2.7081
H -3.0062 2.3184 1.6375
H -5.9328 1.7549 0.5508
H -7.4043 2.4081 0.9730
H -6.3537 4.0177 3.1947
H -1.9159 5.4572 0.5184
H -0.6436 6.4230 -2.3093
H -0.3119 6.8711 -0.5183
H -1.8955 7.4471 -1.3423
C 1.7460 -1.3790 2.2839
C 1.3157 -2.7423 1.7499
N 2.3351 -3.7868 1.8746
C 2.0031 -5.0110 1.1362
C 0.7808 -5.8017 1.5920
C 2.8811 -4.0041 3.2167
C 1.9023 -4.3853 4.3234
H 2.6596 -1.0303 1.7901
H 0.9597 -0.6399 2.0919
H 1.9164 -1.3949 3.3646
H 1.0763 -2.6077 0.6878
H 0.3811 -3.0311 2.2434
H 2.8722 -5.6802 1.1315
H 1.8551 -4.7405 0.0825
H 0.9827 -6.3692 2.5026
H 0.5078 -6.5314 0.8219
H -0.0924 -5.1661 1.7593
H 3.4073 -3.0929 3.5262
H 3.6724 -4.7636 3.1725
H 0.9815 -3.7973 4.2932
H 2.3661 -4.2098 5.3006
H 1.6417 -5.4443 4.2835
C 9.2465 -4.6248 7.4298
C 7.7417 -4.8752 7.3857
N 7.0702 -4.3028 6.2164
C 5.6064 -4.3335 6.3167
C 4.9286 -5.6998 6.3479
C 7.6076 -4.6843 4.9078
C 7.6324 -6.1699 4.5612
H 9.4713 -3.5533 7.3929
H 9.6617 -5.0212 8.3636
H 9.7710 -5.1210 6.6076
H 7.3170 -4.4258 8.2919
H 7.5651 -5.9537 7.4634
H 5.1730 -3.7454 5.4984
H 5.3187 -3.7944 7.2289
H 4.9010 -6.1602 5.3583
H 3.8877 -5.5858 6.6697
H 5.4087 -6.3912 7.0449
H 8.6316 -4.2991 4.8304
H 7.0643 -4.1496 4.1179
H 7.9703 -6.7919 5.3939
H 8.3238 -6.3414 3.7283
H 6.6528 -6.5241 4.2359
*
```

Output
- E_LUMO (eV) = -0.45
- E_HOMO (eV) = -7.9128
- frontier orbital gap (eV) = 7.46
- SMILES = CCN(CC)C(=S)SCCC[C@](I)(O[C@@](CCCC(=O)O)([PH2]=N)B(N)O)[C@@](Br)(O[C@H](N)B(N)O)[C@H](C)F.CCN(CC)CC.CCN(CC)CC

---

No. 3
Computed, not measured: C6H6OS as an isolated structure, with ωB97M-V/def2-TZVPD.

```
! wB97M-V def2-TZVPD RIJCOSX def2/J DEFGRID3
* xyz 0 1
C 1.0774 -1.7819 -0.4166
C 0.5654 -0.4701 0.1941
C 0.8235 0.8167 -0.6121
C -0.6438 1.0711 -1.0393
C 0.8474 -0.3757 1.5752
C 1.0633 -0.2231 2.7448
H 2.1488 -1.7132 -0.4160
H 0.7821 -2.6832 0.2035
H 0.6959 -1.8843 -1.4173
H 1.2653 1.6693 -0.0893
H 1.4294 0.5702 -1.5302
H 1.2065 -0.1367 3.7888
O -1.1862 1.8004 -1.7755
S -1.2774 -0.2779 -0.0632
*
```

Output
- E_LUMO (eV) = 0.68
- E_HOMO (eV) = -9.6550
- relative energy (zero: lowest compared OMol25 entry of this formula, charge and spin) (kJ/mol) = 131.1
- frontier orbital gap (eV) = 10.33

---

No. 4
Computed, not measured: one molecule with the formula C4H6Cl2, with ωB97M-V/def2-TZVPD.

```
! wB97M-V def2-TZVPD RIJCOSX def2/J DEFGRID3
* xyz 0 1
Cl -1.6488 -1.6276 1.5199
C -0.9954 -0.9276 0.0071
Cl 0.0218 -2.1623 -0.8076
C -0.3578 0.3834 0.2700
C 0.5181 0.9098 -0.7852
C 1.1066 0.4087 0.5438
H -1.8806 -0.8288 -0.6591
H -1.0179 1.0910 0.8100
H 0.5872 2.0162 -0.9130
H 0.6427 0.2774 -1.6540
H 1.5369 1.0941 1.2130
H 1.4873 -0.6345 0.4551
*
```

Output
- E_LUMO (eV) = 0.91
- E_HOMO (eV) = -10.7170
- relative energy (zero: lowest compared OMol25 entry of this formula, charge and spin) (kJ/mol) = 54.2
- frontier orbital gap (eV) = 11.62
- SMILES = ClC(Cl)C1CC1

---

No. 5
Computed, not measured: C14H12BrN3OsS2 as an isolated structure, with ωB97M-V/def2-TZVPD.

```
! wB97M-V def2-TZVPD RIJCOSX def2/J DEFGRID3
* xyz 2 5
Os 0.5878 0.0547 0.3000
C -1.9316 4.5763 1.4742
S -2.8515 3.0402 1.7167
C -1.7753 1.8024 1.2449
S -0.1759 2.1874 0.5235
N -2.1935 0.5926 1.4747
N -1.2734 -0.3647 1.1771
C -1.5526 -1.6057 1.3641
C -0.4619 -2.5549 1.1288
C -0.5341 -3.8728 1.5060
C 0.5921 -4.6797 1.3610
C 1.7448 -4.1454 0.8125
C 1.7541 -2.8167 0.4309
N 0.6800 -2.0264 0.5914
H -2.6847 5.3607 1.5043
H -1.4425 4.6069 0.5048
H -1.2206 4.7239 2.2822
H -2.5339 -1.9079 1.7150
H -1.4553 -4.2628 1.9189
H 0.5666 -5.7127 1.6830
H 2.6343 -4.7439 0.6735
H 2.6268 -2.3645 -0.0178
Br 4.9424 0.6354 -4.6460
C 3.7338 0.4803 -3.2785
C 3.8628 1.3134 -2.1467
C 2.9654 1.1911 -1.1279
C 1.9046 0.2274 -1.1940
C 1.8024 -0.5948 -2.3608
C 2.6961 -0.4745 -3.3827
H 4.6639 2.0386 -2.0970
H 3.0664 1.8440 -0.2693
H 1.0077 -1.3258 -2.4516
H 2.6207 -1.0946 -4.2654
*
```

Output
- E_LUMO (spin up / spin down) (eV) = -7.93 / -9.67
- E_HOMO (spin up / spin down) (eV) = -14.8460 / -14.7778
- frontier orbital gap (spin up / spin down) (eV) = 6.92 / 5.11

---

For reference, max |F| by record: 0.48, 8.77, 2.47, 2.83, 0.81 eV/Å.
For reference, DFT total energy by record: -117936.5747, -168107.6859, -19199.7092, -29289.2881, -113344.3388 eV.